(1)
{"formula": "C9H9O4S", "method": "ωB97M-V/def2-TZVPD", "relative_energy_kcal_mol": 53.6, "lumo_energy_ev": [2.94, 3.41], "energy_ev": -28502.870, "homo_lumo_gap_ev": [6.45, 6.94], "fmax_ev_per_a": 3.97, "homo_energy_ev": [-3.508, -3.526], "charge": -1, "species": ["C", "C", "C", "C", "C", "C", "C", "C", "C", "O", "O", "O", "O", "S", "H", "H", "H", "H", "H", "H", "H", "H", "H"], "coordinates": [[2.259971, 2.180016, 0.036597], [1.885947, 1.398603, -1.039993], [1.571819, 1.994366, 1.230980], [1.007183, 0.379517, -0.892733], [0.568297, 1.031329, 1.308118], [0.280296, 0.177294, 0.283830], [-2.091566, -2.696185, -0.466805], [-1.203949, -1.717996, -0.686906], [-0.855470, -0.766614, 0.326975], [-2.941700, 1.255144, 1.329957], [-2.537461, 2.534066, -0.813058], [-3.781683, 0.459097, -0.834741], [-1.390438, -1.084686, 1.566551], [-2.787954, 1.255400, -0.154682], [3.032823, 2.835122, -0.012634], [2.468612, 1.517868, -1.950230], [1.841282, 2.329593, 2.210253], [0.942164, -0.379736, -1.730329], [0.141464, 0.690010, 2.246823], [-2.114724, -3.535795, -1.143503], [-2.550256, -2.624511, 0.413944], [-0.467591, -1.776855, -1.424104], [-1.670608, -0.184380, 1.922936]], "forces_ev_per_angstrom": [[-2.5, -1.1, 1.3], [1.5, 0.3, -0.4], [-0.4, -1.4, 0.1], [-0.7, -2.1, -1.8], [0.4, -0.5, 1.3], [-1.2, -0.5, -1.9], [2.3, 0.1, -3.2], [0.8, 0.1, 1.5], [-0.3, -0.1, 0.7], [0.2, 0.5, -0.5], [0.3, 0.4, 0.4], [-0.9, -0.7, -0.4], [0.1, 2.3, -0.1], [0.7, -0.7, 0.7], [2.1, 2.0, -0.3], [-0.3, -0.2, -0.1], [0.5, 1.1, 0.1], [-0.2, 1.2, 0.9], [0.0, 0.9, 0.3], [-0.5, -0.1, 0.1], [-2.4, -0.3, 3.1], [0.5, 0.0, -1.8], [-0.2, -1.2, -0.3]], "mulliken_charge": [-0.57, -0.61, -0.73, -0.21, -0.18, 1.22, -1.09, -0.23, 0.09, -0.67, -0.57, -0.60, -0.62, 1.00, 0.50, 0.34, 0.34, 0.06, 0.31, 0.29, 0.41, 0.18, 0.35]}

=====

(2)
{"formula": "C9H9O4S2", "method": "ωB97M-V/def2-TZVPD", "relative_energy_kcal_mol": 40.5, "lumo_energy_ev": 3.17, "energy_ev": -39338.228, "homo_lumo_gap_ev": 6.98, "fmax_ev_per_a": 4.89, "homo_energy_ev": -3.804, "charge": -1, "species": ["C", "C", "C", "C", "C", "C", "C", "C", "C", "O", "O", "O", "O", "S", "S", "H", "H", "H", "H", "H", "H", "H", "H", "H"], "coordinates": [[1.124933, 1.763257, -0.666142], [-0.241102, 1.915669, -0.953964], [1.475730, 1.266236, 0.588812], [-1.220145, 1.466575, -0.103898], [0.495274, 1.051485, 1.538345], [-0.860958, 1.005854, 1.147924], [-1.788102, 0.666722, 2.265904], [0.188406, -2.040915, -0.404690], [-0.919289, -1.542454, 0.512770], [0.558394, -1.667463, 2.789260], [-2.720441, 1.411323, 2.562160], [-1.481778, -2.979449, 2.879717], [-1.649303, -0.514074, 2.855471], [-2.569541, -2.360222, 0.266690], [-0.738704, -1.930618, 2.223810], [1.902245, 2.016921, -1.306693], [-0.512803, 2.307551, -1.897870], [2.437016, 1.372279, 1.066639], [-2.280419, 1.711026, -0.370802], [0.773078, 0.569701, 2.357058], [0.147730, -1.350797, -1.188028], [1.228286, -2.195730, -0.015226], [0.078641, -3.085571, -0.733329], [-2.943750, -1.409847, -0.692471]], "forces_ev_per_angstrom": [[-1.2, -0.7, 1.7], [1.4, -0.8, -0.2], [-0.6, 1.8, 0.7], [-1.5, 1.5, 0.2], [-2.0, 0.2, -4.5], [1.5, 0.4, 1.2], [-2.2, -0.1, -0.8], [0.7, -1.9, 1.5], [-0.4, -2.6, 2.4], [0.6, -0.2, -0.5], [1.3, -0.6, 0.0], [-0.1, 0.3, -0.5], [0.0, -0.3, 0.4], [0.3, 1.6, -1.7], [-0.2, 1.7, -0.1], [1.0, 0.6, -1.4], [-0.3, 0.4, -0.9], [0.8, -0.5, -0.8], [1.0, -0.8, 0.4], [1.0, -1.4, 4.0], [0.5, 0.7, -1.7], [-0.8, 1.3, 0.3], [-0.8, 0.2, -0.5], [0.0, -0.9, 0.8]], "mulliken_charge": [-0.66, -0.44, -0.44, -0.31, -0.39, 0.51, 0.31, -1.37, 0.12, -0.66, -0.66, -0.68, -0.38, -0.25, 1.08, 0.47, 0.39, 0.38, 0.35, 0.55, 0.35, 0.28, 0.37, 0.06]}

=====

(3)
{"formula": "CAg5O3", "method": "ωB97M-V/def2-TZVPD", "relative_energy_kcal_mol": 156.8, "lumo_energy_ev": -10.89, "energy_ev": -27135.782, "homo_lumo_gap_ev": 2.98, "fmax_ev_per_a": 5.20, "homo_energy_ev": -13.866, "charge": 3, "species": ["Ag", "Ag", "Ag", "Ag", "Ag", "C", "O", "O", "O"], "coordinates": [[3.188629, -2.672412, -1.158992], [1.688819, 2.413258, -3.177072], [-0.343441, 4.228228, 2.319828], [-3.323861, 1.606228, -1.450522], [-1.926001, -4.311342, -0.753462], [0.197829, -0.305022, 1.109458], [1.059929, 0.297088, 0.494598], [-0.853331, 0.250848, 1.393808], [0.311429, -1.506872, 1.222358]], "forces_ev_per_angstrom": [[-0.1, 0.2, 0.4], [0.0, 0.0, 0.1], [0.1, -0.2, 0.2], [0.1, -0.1, 0.1], [0.0, 0.0, 0.3], [-1.5, 0.2, -1.0], [3.8, 2.8, -2.2], [-3.1, 2.2, 1.3], [0.8, -5.1, 0.6]], "mulliken_charge": [0.86, 0.66, 0.97, 0.67, 0.93, 0.65, -0.58, -0.56, -0.59]}